No. 1
The following is a quantum chemistry calculation of a structure of composition C30H40Br24F6N3O4PS, from the OMol25 dataset.

E_LUMO, eV: -0.9883
HOMO, eV: -8.30
E_tot, Ha: -64746.966097

Cartesian coordinates (Å):
1 C 4.207 2.935 -1.057
2 C 4.090 1.740 -2.103
3 C 2.969 2.031 -3.203
4 F 2.485 3.417 -2.992
5 C 1.623 1.123 -3.074
6 C 1.793 -0.361 -3.650
7 C 3.281 -0.709 -4.165
8 O 3.508 -0.627 -5.423
9 O 4.315 -1.088 -3.356
10 N 1.220 -1.446 -2.753
11 C 1.481 -2.839 -3.287
12 C 2.627 -3.594 -2.672
13 C 2.922 -5.034 -3.129
14 C 1.923 -5.480 -4.201
15 C 0.870 -4.513 -4.689
16 N 0.563 -3.189 -4.308
17 C 1.595 -1.222 -1.338
18 C 0.778 0.037 -0.686
19 C -0.683 -0.545 -0.359
20 C -1.570 0.212 0.716
21 C -2.894 -0.723 0.963
22 N -4.017 -0.429 0.031
23 S 1.657 0.325 0.962
24 O 1.109 1.551 1.682
25 O 3.127 0.672 0.764
26 C 1.615 -1.120 2.116
27 F 0.302 -1.633 2.395
28 F 2.068 -0.630 3.382
29 C 2.519 -2.396 1.778
30 F 3.566 -2.226 0.882
31 F 3.110 -2.817 3.005
32 F 1.633 -3.464 1.434
33 C 0.854 1.293 -1.677
34 P -0.856 2.104 -2.061
35 C -0.585 3.907 -2.634
36 C -1.722 1.144 -3.475
37 C -3.187 0.614 -3.100
38 H 4.709 3.856 -1.527
39 H 4.942 2.586 -0.238
40 H 3.235 3.186 -0.523
41 H 5.101 1.697 -2.659
42 H 3.934 0.709 -1.659
43 H 3.386 2.016 -4.260
44 H 0.949 1.650 -3.856
45 H 1.154 -0.459 -4.608
46 H 0.186 -1.300 -2.817
47 H 3.322 -3.169 -1.873
48 H 3.740 -5.700 -2.718
49 H 1.982 -6.533 -4.620
50 H 0.179 -4.917 -5.517
51 H 1.372 -2.152 -0.721
52 H 2.732 -1.031 -1.314
53 H -0.569 -1.638 0.005
54 H -1.296 -0.634 -1.337
55 H -1.123 0.340 1.753
56 H -1.985 1.227 0.407
57 H -3.268 -0.458 2.022
58 H -2.638 -1.833 0.952
59 H -3.898 -1.026 -0.794
60 H -3.994 0.571 -0.194
61 H 1.416 2.124 -1.098
62 H -1.599 4.425 -2.449
63 H -0.313 3.992 -3.741
64 H 0.180 4.407 -1.954
65 H -1.809 1.850 -4.377
66 H -1.059 0.262 -3.824
67 H -3.859 0.641 -4.040
68 H -3.107 -0.496 -2.826
69 H -3.717 1.246 -2.318
70 C -0.388 -1.162 5.892
71 Br 0.832 -2.529 6.529
72 Br -2.239 -1.643 6.210
73 Br 0.041 0.583 6.620
74 H -0.257 -1.098 4.813
75 C 2.453 -6.609 6.025
76 Br 3.504 -8.125 5.427
77 Br 3.302 -5.678 7.499
78 Br 2.026 -5.406 4.565
79 H 1.510 -7.004 6.398
80 C -4.695 -5.024 6.058
81 Br -3.075 -5.568 6.974
82 Br -5.529 -3.496 6.916
83 Br -4.386 -4.708 4.170
84 H -5.397 -5.852 6.132
85 C 2.888 7.196 -0.561
86 Br 2.614 6.654 1.281
87 Br 2.631 5.719 -1.791
88 Br 1.794 8.728 -1.034
89 H 3.927 7.507 -0.651
90 C 1.916 8.898 -5.447
91 Br 2.073 7.020 -4.991
92 Br 2.980 9.355 -7.003
93 Br 0.064 9.436 -5.657
94 H 2.319 9.464 -4.609
95 C -8.062 -0.789 5.557
96 Br -6.707 0.449 4.932
97 Br -9.580 0.135 6.334
98 Br -8.607 -2.024 4.165
99 H -7.610 -1.381 6.350
100 C -12.407 0.071 3.131
101 Br -11.055 1.310 2.504
102 Br -13.928 0.993 3.903
103 Br -12.945 -1.171 1.742
104 H -11.954 -0.518 3.927
105 C 7.000 0.853 1.978
106 Br 5.912 -0.747 1.869
107 Br 8.418 0.673 3.290
108 Br 7.687 1.375 0.241
109 H 6.351 1.657 2.320

Atom charges from the Löwdin analysis, given in e for atoms 1 to 99: atom 1 (C): -0.16, atom 2 (C): -0.17, atom 3 (C): -0.16, atom 4 (F): -0.24, atom 5 (C): -0.17, atom 6 (C): -0.11, atom 7 (C): -0.55, atom 8 (O): -0.04, atom 9 (O): -0.13, atom 10 (N): -0.02, atom 11 (C): -0.19, atom 12 (C): 0.04, atom 13 (C): 0.02, atom 14 (C): -0.03, atom 15 (C): -0.11, atom 16 (N): 0.12, atom 17 (C): -0.11, atom 18 (C): -0.35, atom 19 (C): -0.19, atom 20 (C): -0.20, atom 21 (C): -0.26, atom 22 (N): -0.02, atom 23 (S): 0.87, atom 24 (O): -0.30, atom 25 (O): -0.34, atom 26 (C): -0.30, atom 27 (F): 0.04, atom 28 (F): 0.06, atom 29 (C): -0.35, atom 30 (F): 0.06, atom 31 (F): 0.04, atom 32 (F): 0.07, atom 33 (C): -0.31, atom 34 (P): 0.98, atom 35 (C): -0.29, atom 36 (C): -0.40, atom 37 (C): -0.18, atom 38 (H): 0.06, atom 39 (H): 0.05, atom 40 (H): 0.04, atom 41 (H): 0.13, atom 42 (H): 0.08, atom 43 (H): 0.16, atom 44 (H): 0.13, atom 45 (H): 0.16, atom 46 (H): 0.16, atom 47 (H): 0.11, atom 48 (H): 0.11, atom 49 (H): 0.10, atom 50 (H): 0.12, atom 51 (H): 0.13, atom 52 (H): 0.14, atom 53 (H): 0.12, atom 54 (H): 0.11, atom 55 (H): 0.09, atom 56 (H): 0.08, atom 57 (H): 0.11, atom 58 (H): 0.12, atom 59 (H): 0.04, atom 60 (H): 0.05, atom 61 (H): 0.12, atom 62 (H): 0.05, atom 63 (H): 0.05, atom 64 (H): -0.01, atom 65 (H): 0.09, atom 66 (H): 0.07, atom 67 (H): 0.08, atom 68 (H): 0.06, atom 69 (H): 0.06, atom 70 (C): -1.61, atom 71 (Br): 0.55, atom 72 (Br): 0.54, atom 73 (Br): 0.58, atom 74 (H): -0.06, atom 75 (C): -1.61, atom 76 (Br): 0.56, atom 77 (Br): 0.56, atom 78 (Br): 0.56, atom 79 (H): -0.03, atom 80 (C): -1.60, atom 81 (Br): 0.56, atom 82 (Br): 0.56, atom 83 (Br): 0.55, atom 84 (H): -0.03, atom 85 (C): -1.57, atom 86 (Br): 0.57, atom 87 (Br): 0.68, atom 88 (Br): 0.56, atom 89 (H): -0.02, atom 90 (C): -1.62, atom 91 (Br): 0.54, atom 92 (Br): 0.56, atom 93 (Br): 0.55, atom 94 (H): -0.04, atom 95 (C): -1.62, atom 96 (Br): 0.56, atom 97 (Br): 0.56, atom 98 (Br): 0.55, atom 99 (H): -0.08


No. 2
The following is a quantum chemistry calculation of the molecule C10H12N2O2S, from the OMol25 dataset.

E_LUMO, eV: 0.4993
HOMO, eV: -8.96
Structure (SMILES): C[C@@H]1CN[C@](c2ccccc2)([N+](=O)[O-])S1
E_tot, Ha: -1046.297686
Energy above the lowest of the compared OMol25 structures with the same formula, charge and spin, kJ/mol: 161.9

Cartesian coordinates (Å):
1 C 3.586 -0.764 1.322
2 C 3.259 -0.649 -0.056
3 C 2.517 -1.000 2.240
4 C 1.985 -0.398 -0.451
5 C 1.261 -1.109 1.741
6 C 0.951 -0.697 0.462
7 C -1.885 0.466 -1.694
8 C -1.532 1.666 -0.787
9 C -0.460 -0.521 0.009
10 C -2.510 2.775 -0.627
11 N -0.742 -0.441 -1.394
12 N -1.245 -2.013 0.501
13 O -1.818 -2.572 -0.402
14 O -1.266 -2.353 1.674
15 S -1.299 0.815 0.882
16 H 4.654 -0.748 1.548
17 H 4.125 -0.531 -0.696
18 H 2.652 -1.078 3.287
19 H 1.769 -0.031 -1.389
20 H 0.460 -1.259 2.499
21 H -2.809 -0.126 -1.506
22 H -1.831 0.611 -2.792
23 H -0.608 2.004 -1.049
24 H -3.491 2.443 -0.241
25 H -2.666 3.358 -1.460
26 H -2.238 3.484 0.118
27 H -0.819 -1.331 -1.737

Population analysis type Löwdin, resulting atomic charges in e: atom 1 (C): -0.05, atom 2 (C): -0.09, atom 3 (C): -0.07, atom 4 (C): -0.03, atom 5 (C): -0.08, atom 6 (C): -0.22, atom 7 (C): -0.17, atom 8 (C): -0.52, atom 9 (C): -0.54, atom 10 (C): -0.13, atom 11 (N): -0.03, atom 12 (N): -0.32, atom 13 (O): 0.05, atom 14 (O): 0.03, atom 15 (S): 1.02, atom 16 (H): 0.10, atom 17 (H): 0.10, atom 18 (H): 0.09, atom 19 (H): 0.09, atom 20 (H): 0.12, atom 21 (H): 0.13, atom 22 (H): 0.13, atom 23 (H): 0.07, atom 24 (H): 0.10, atom 25 (H): 0.05, atom 26 (H): 0.07, atom 27 (H): 0.08


No. 3
The following is a quantum chemistry calculation of the molecule C22H24O2Si, from the OMol25 dataset.

E_LUMO, eV: 0.7664
HOMO, eV: -8.72
Structure (SMILES): C[Si](C)(COCc1cccc(Oc2ccccc2)c1)c1ccccc1
E_tot, Ha: -1292.680110
Energy above the lowest of the compared OMol25 structures with the same formula, charge and spin, kJ/mol: 10.6

Cartesian coordinates (Å):
1 O 0.415 -3.306 -1.142
2 O 0.323 1.031 1.183
3 C -1.871 -6.137 0.917
4 C -1.337 6.366 0.840
5 C -2.061 -5.893 -0.409
6 C -0.820 -5.503 1.601
7 C 3.627 -2.232 0.465
8 C -1.832 6.062 -0.412
9 C -0.606 5.425 1.529
10 C -1.324 -4.946 -1.060
11 C 0.015 -4.614 0.893
12 C 2.767 -2.941 -0.371
13 C 3.167 -1.210 1.241
14 C 0.928 -1.618 0.452
15 C -1.541 4.860 -1.028
16 C -0.297 4.210 0.932
17 C -0.288 -4.274 -0.429
18 C 1.382 -2.621 -0.401
19 C 1.827 -0.890 1.216
20 C -0.798 3.947 -0.322
21 C 1.329 0.335 1.915
22 C -2.058 1.262 -1.220
23 C 0.141 2.451 -2.873
24 C 0.834 1.489 -0.016
25 Si -0.469 2.303 -1.098
26 H -2.577 -6.749 1.447
27 H -1.492 7.333 1.324
28 H -2.877 -6.330 -0.961
29 H -0.662 -5.677 2.648
30 H 4.681 -2.489 0.461
31 H -2.424 6.801 -0.921
32 H -0.212 5.711 2.505
33 H -1.501 -4.717 -2.087
34 H 0.840 -4.154 1.431
35 H 3.156 -3.647 -1.082
36 H 3.851 -0.578 1.797
37 H -0.114 -1.455 0.502
38 H -1.926 4.642 -2.018
39 H 0.291 3.425 1.392
40 H 2.143 1.005 2.169
41 H 0.869 0.065 2.883
42 H -2.309 0.808 -0.268
43 H -2.927 1.795 -1.620
44 H -1.917 0.487 -1.971
45 H 0.398 1.463 -3.239
46 H 1.025 3.056 -2.924
47 H -0.601 2.887 -3.525
48 H 1.168 0.611 -0.566
49 H 1.665 2.147 0.220

Population analysis type Löwdin, resulting atomic charges in e: atom 1 (O): 0.02, atom 2 (O): -0.20, atom 3 (C): -0.10, atom 4 (C): -0.10, atom 5 (C): -0.11, atom 6 (C): -0.06, atom 7 (C): -0.08, atom 8 (C): -0.09, atom 9 (C): -0.08, atom 10 (C): -0.02, atom 11 (C): -0.01, atom 12 (C): 0.01, atom 13 (C): -0.05, atom 14 (C): 0.03, atom 15 (C): -0.10, atom 16 (C): -0.08, atom 17 (C): -0.23, atom 18 (C): -0.24, atom 19 (C): -0.21, atom 20 (C): -0.27, atom 21 (C): -0.16, atom 22 (C): -0.15, atom 23 (C): -0.16, atom 24 (C): -0.30, atom 25 (Si): 0.64, atom 26 (H): 0.10, atom 27 (H): 0.11, atom 28 (H): 0.11, atom 29 (H): 0.10, atom 30 (H): 0.11, atom 31 (H): 0.10, atom 32 (H): 0.11, atom 33 (H): 0.11, atom 34 (H): 0.11, atom 35 (H): 0.11, atom 36 (H): 0.12, atom 37 (H): 0.14, atom 38 (H): 0.10, atom 39 (H): 0.09, atom 40 (H): 0.12, atom 41 (H): 0.14, atom 42 (H): 0.02, atom 43 (H): 0.03, atom 44 (H): 0.02, atom 45 (H): 0.03, atom 46 (H): 0.02, atom 47 (H): 0.03, atom 48 (H): 0.09, atom 49 (H): 0.10


No. 4
The following is a quantum chemistry calculation of a structure of composition C5H14N3ReS, from the OMol25 dataset.

E_LUMO (spin up / spin down), eV: -3.2671 / -3.5825
HOMO (spin up / spin down), eV: -9.72 / -10.55
E_tot, Ha: -839.251983
Net charge: +1
Multiplicity: 4
<S²>: 3.77

Cartesian coordinates (Å):
1 C 0.316 -2.823 -2.555
2 Re -0.334 -0.786 -1.824
3 N -0.877 1.212 -1.390
4 H -1.912 -0.721 -2.291
5 H -1.454 1.335 -0.553
6 H 0.178 -1.776 -3.108
7 H -0.295 -3.363 -3.297
8 H 0.092 -3.298 -1.587
9 H 1.370 -3.023 -2.816
10 H -0.056 1.803 -1.239
11 H -1.408 1.644 -2.144
12 C -1.435 0.827 2.318
13 N -0.036 0.791 1.911
14 C 0.931 1.729 2.251
15 C 2.092 1.346 1.675
16 N 1.827 0.178 0.985
17 C 0.534 -0.188 1.172
18 S -0.402 -1.349 0.226
19 H -1.908 1.750 1.968
20 H -1.954 -0.041 1.900
21 H -1.491 0.799 3.409
22 H 0.669 2.565 2.861
23 H 3.066 1.784 1.680
24 H 2.488 -0.394 0.449

Population analysis type Löwdin, resulting atomic charges in e: atom 1 (C): -0.24, atom 2 (Re): 0.62, atom 3 (N): -0.12, atom 4 (H): -0.04, atom 5 (H): 0.06, atom 6 (H): -0.07, atom 7 (H): 0.06, atom 8 (H): 0.01, atom 9 (H): 0.06, atom 10 (H): 0.08, atom 11 (H): 0.07, atom 12 (C): -0.01, atom 13 (N): -0.13, atom 14 (C): -0.02, atom 15 (C): -0.04, atom 16 (N): 0.08, atom 17 (C): -0.63, atom 18 (S): 0.56, atom 19 (H): 0.10, atom 20 (H): 0.07, atom 21 (H): 0.11, atom 22 (H): 0.13, atom 23 (H): 0.13, atom 24 (H): 0.17


| no. | molecular weight (g/mol) | F_max (eV Å⁻¹) |
| --- | --- | --- |
| 1 | 2601.39 | 9.04 |
| 2 | 224.29 | 3.96 |
| 3 | 348.52 | 1.91 |
| 4 | 334.46 | 4.20 |